C25H23BaN9O3S | ωB97M-V/def2-TZVPD

Maximum force (eV/Å): 0.8
ΔE to the lowest compared entry with this formula, charge and spin (kJ/mol): 15.7
LUMO level (eV): 0.43
Orbital gap (hartree): 0.3005

```
62
Properties=species:S:1:pos:R:3:forces:R:3
Ba -0.2721 0.4160 -0.7974 0.12 -0.19 0.77
O -0.3007 -0.6088 3.9642 0.05 0.04 0.06
C -0.0803 -0.2056 2.8121 -0.10 -0.03 -0.20
N -0.5519 -0.6678 1.6607 -0.01 -0.09 0.10
C -1.3858 -1.8475 1.8104 0.10 0.12 -0.12
C -1.1138 -2.8637 0.7263 0.08 0.10 -0.03
C -1.3538 -4.2189 0.9346 0.00 -0.03 0.02
C -1.1297 -5.1153 -0.0924 -0.01 -0.01 0.00
C -0.6780 -4.6426 -1.3169 -0.01 -0.04 0.02
C -0.4685 -3.2838 -1.4474 -0.01 -0.03 0.01
N -0.6667 -2.4146 -0.4521 -0.12 0.08 -0.14
C 0.8666 0.9805 2.6631 -0.04 -0.01 -0.05
C 1.3686 1.5786 3.8131 0.00 0.00 0.05
C 2.2311 2.6521 3.6972 0.01 0.01 -0.06
C 2.5753 3.1016 2.4289 0.01 0.01 0.09
C 2.0305 2.4505 1.3391 -0.05 -0.03 -0.07
N 1.1926 1.4148 1.4402 0.07 0.14 -0.02
H -2.4507 -1.5802 1.7309 -0.02 -0.03 0.07
H -1.2548 -2.3032 2.7945 -0.02 -0.06 0.00
H -1.7047 -4.5553 1.9014 0.00 0.01 0.00
H -1.3048 -6.1732 0.0583 0.00 0.00 0.00
H -0.4991 -5.3096 -2.1483 0.01 0.02 -0.01
H -0.1427 -2.8639 -2.3939 -0.01 0.01 0.01
H 1.0602 1.1710 4.7652 -0.01 0.00 -0.01
H 2.6326 3.1347 4.5792 0.00 0.00 0.00
H 3.2478 3.9361 2.2868 0.00 0.00 -0.01
H 2.2745 2.7738 0.3313 0.00 0.00 0.00
N -2.9634 2.2168 -9.2709 -0.10 -0.08 0.24
C -2.6780 1.8173 -7.9613 0.02 0.04 -0.21
C -2.3881 0.4820 -7.6798 -0.01 -0.01 -0.02
C -2.0492 0.0947 -6.3968 0.00 0.06 0.04
C -2.0036 1.0449 -5.3882 0.00 0.03 0.10
C -2.2825 2.3801 -5.6518 0.00 -0.12 -0.05
C -2.6181 2.7624 -6.9354 -0.01 0.08 0.04
S -1.5198 0.5733 -3.7681 -0.11 0.05 -0.18
O -1.6017 -0.8689 -3.6694 0.00 -0.14 0.00
O -2.3740 1.2951 -2.8197 -0.03 0.01 -0.09
N -0.0727 1.0954 -3.4367 0.40 0.02 -0.12
C 1.0395 0.3688 -3.7772 -0.27 0.20 0.00
N 1.1442 -0.2290 -4.9710 0.05 -0.04 -0.04
C 2.2715 -0.8806 -5.2106 -0.02 -0.01 -0.04
C 3.3130 -0.9649 -4.2961 -0.06 0.01 -0.07
C 3.0985 -0.3378 -3.0855 0.03 0.07 0.08
N 1.9798 0.3265 -2.8071 -0.05 -0.13 0.00
H -3.3529 1.4854 -9.8456 0.04 0.02 -0.04
H -3.5125 3.0604 -9.3315 0.04 0.01 -0.04
H -2.4272 -0.2466 -8.4808 0.01 -0.03 0.03
H -1.8153 -0.9332 -6.1574 -0.01 -0.01 -0.05
H -2.2358 3.1025 -4.8476 -0.01 0.04 -0.03
H -2.8351 3.8007 -7.1573 0.00 0.00 0.02
H 2.3416 -1.3567 -6.1839 0.04 -0.01 0.02
H 4.2267 -1.4964 -4.5136 0.00 0.00 0.00
H 3.8443 -0.3686 -2.2979 0.00 0.00 0.00
N -2.8350 3.0159 -0.5950 0.05 -0.06 0.04
C -3.6298 3.8748 0.0604 0.00 0.15 0.01
C -3.0187 4.1561 1.2619 0.02 -0.06 0.01
C -1.8438 3.3894 1.2442 0.01 -0.03 0.05
N -1.7394 2.6976 0.1174 -0.04 0.06 -0.13
H -2.9389 2.6064 -1.5171 -0.03 -0.05 0.01
H -4.5548 4.2301 -0.3607 0.02 -0.02 -0.05
H -3.3714 4.8091 2.0400 -0.01 -0.01 0.00
H -1.0795 3.3026 2.0011 0.00 -0.02 -0.01
```
Forces are in eV/Å.

natural (NBO) atomic charge list, values in e, 8 entries: atom 1 (Ba): 1.84, atom 2 (O): -0.71, atom 3 (C): 0.58, atom 4 (N): -0.78, atom 5 (C): -0.28, atom 6 (C): 0.24, atom 7 (C): -0.25, atom 8 (C): -0.15